# C49H131N8O20

A 14-piece molecular cluster, C49H131N8O20 overall at a distorted geometry (ωB97M-V with the def2-TZVPD basis set, the Open Molecules 2025 dataset).

The geometry in XYZ format:
```
208
Properties=species:S:1:pos:R:3:forces:R:3:mulliken_charge:R:1
C 0.140 0.833 2.301 0.3 -0.5 -0.4 -1.49
C 1.206 0.698 1.149 -0.5 -0.5 0.9 3.81
C 1.666 -0.785 1.167 0.1 -1.3 -1.3 -0.87
C 0.693 -1.825 0.560 -0.3 1.5 -1.0 -0.41
C 0.334 -1.330 -0.884 0.1 0.3 1.6 -0.89
C -0.175 0.124 -0.866 -0.3 1.6 -1.1 2.85
N 0.745 1.099 -0.203 0.7 -1.3 0.0 1.52
O 0.369 2.473 -0.349 -0.2 -1.7 0.6 -0.64
C -1.641 0.096 -0.360 -0.1 -0.8 0.7 1.33
C -0.230 0.629 -2.350 -0.6 -0.7 0.1 -0.16
C 2.465 1.489 1.468 -0.1 1.4 0.3 -0.56
H -0.731 0.216 2.066 -0.3 0.4 -0.2 -0.17
H -0.131 1.862 2.518 0.1 0.0 0.1 -0.10
H 0.468 0.362 3.234 0.5 0.3 0.1 0.44
H 1.945 -1.201 2.138 0.1 0.8 0.3 0.64
H 2.562 -0.817 0.539 0.2 -0.1 0.1 -0.89
H -0.184 -1.859 1.212 -0.3 -0.1 -0.2 -0.83
H 1.062 -2.847 0.453 0.5 0.1 0.4 0.53
H -0.446 -1.982 -1.281 0.0 0.1 -0.4 0.23
H 1.231 -1.384 -1.505 0.0 -0.1 -0.1 0.17
H -1.799 -0.678 0.398 0.3 0.1 0.3 -1.25
H -2.354 -0.254 -1.113 0.0 0.5 -0.4 -0.74
H -1.976 1.016 0.119 0.1 0.1 -0.2 -1.10
H -0.595 -0.217 -2.941 0.4 -0.1 -0.2 0.18
H 0.732 0.967 -2.732 0.1 -0.1 0.2 -0.48
H -0.947 1.423 -2.556 0.1 0.3 0.5 -0.29
H 3.142 1.535 0.614 0.0 -0.4 0.0 -0.32
H 3.008 1.169 2.360 -0.1 -0.5 0.0 0.06
H 2.230 2.543 1.647 -0.3 0.0 -0.1 -0.31
C -4.162 -0.925 2.221 0.6 0.0 0.9 -0.20
C -5.669 -1.161 2.205 1.2 -0.6 -1.0 0.14
C -6.165 -1.001 0.743 -0.7 1.3 2.0 -0.37
O -6.192 0.399 0.455 -0.4 -1.3 -0.4 -0.27
C -6.936 0.687 -0.706 0.6 1.5 -0.6 -0.57
N -5.851 -2.549 2.611 -0.4 -0.4 0.2 -0.72
H -3.782 -0.875 3.245 -0.2 0.2 0.1 0.30
H -3.815 -0.018 1.727 -0.2 0.0 -0.2 -0.26
H -3.627 -1.805 1.856 -0.2 0.2 -0.5 -0.17
H -6.138 -0.515 2.946 -0.4 0.2 -0.4 0.51
H -7.198 -1.362 0.740 -0.1 -0.2 -0.4 0.42
H -5.521 -1.614 0.107 0.0 0.2 -0.4 -0.06
H -7.045 1.774 -0.685 -0.1 0.0 -0.1 0.28
H -7.943 0.283 -0.845 0.0 -0.5 0.7 0.39
H -6.370 0.479 -1.619 0.1 -0.3 0.0 0.02
H -5.493 -3.139 1.865 0.4 -0.2 0.2 0.18
H -6.833 -2.795 2.670 -0.1 0.2 0.1 0.31
C -1.519 -4.581 -0.545 0.7 -0.4 -0.9 -1.49
C -2.745 -3.924 0.017 0.5 1.2 1.4 3.40
C -4.029 -4.278 -0.676 0.1 0.4 -1.5 -1.42
O -3.863 -3.942 -2.094 -0.9 -1.1 0.9 -0.17
C -4.899 -4.630 -2.772 0.4 0.4 -1.2 -1.07
N -2.833 -4.233 1.450 -0.5 -0.7 -0.2 -0.42
H -1.426 -4.555 -1.633 -0.3 0.0 -0.1 0.39
H -1.480 -5.625 -0.221 0.1 -0.1 -0.1 0.59
H -0.620 -4.074 -0.193 -0.1 -0.1 0.3 0.17
H -2.540 -2.849 0.008 -0.5 0.1 -0.6 -1.58
H -4.955 -3.767 -0.400 0.3 0.4 0.7 0.10
H -4.287 -5.334 -0.541 0.4 -0.3 -0.2 0.42
H -5.883 -4.450 -2.332 0.0 -0.2 0.3 0.44
H -4.665 -5.693 -2.874 -0.2 -0.2 0.4 0.28
H -4.961 -4.270 -3.802 0.2 0.3 0.0 0.25
H -2.366 -5.124 1.565 -0.1 -0.1 0.5 0.40
H -2.347 -3.576 2.049 0.1 0.1 -0.1 -0.02
C 4.323 -8.111 4.148 0.8 -1.6 0.3 -1.64
C 3.538 -6.844 4.290 0.5 1.5 0.1 0.74
C 3.858 -5.772 3.218 -0.1 -1.0 0.5 -0.72
O 3.397 -4.503 3.658 -0.6 -0.2 0.1 -0.46
C 3.533 -3.486 2.684 0.7 0.4 -0.5 -0.66
N 2.117 -7.118 4.418 -0.2 0.1 0.0 -0.73
H 4.060 -8.836 3.375 -0.4 0.5 -0.4 0.38
H 4.237 -8.702 5.066 -0.3 0.1 0.1 0.41
H 5.409 -8.011 4.088 0.0 0.6 -0.2 0.41
H 3.963 -6.348 5.173 -0.2 -0.1 0.4 0.13
H 3.430 -6.098 2.267 -0.1 0.4 -0.2 0.29
H 4.949 -5.721 3.161 0.1 0.0 -0.3 0.35
H 4.556 -3.560 2.306 -0.1 0.3 -0.4 0.56
H 3.407 -2.486 3.100 0.1 -0.3 0.6 0.19
H 2.808 -3.506 1.867 0.0 -0.6 -0.1 0.33
H 1.615 -6.285 4.710 0.0 0.1 -0.2 0.25
H 1.957 -7.777 5.171 0.1 -0.2 -0.1 0.29
C 6.303 -1.806 -1.574 -0.2 -0.4 0.4 -1.73
C 5.306 -2.580 -0.726 -1.1 -0.1 -1.0 0.89
C 4.155 -3.159 -1.614 0.9 -0.2 0.8 -0.63
O 3.153 -3.748 -0.790 0.0 0.6 0.1 -0.12
C 2.164 -4.346 -1.587 -0.1 0.2 -0.9 -0.87
N 5.992 -3.679 -0.019 -0.7 0.4 -0.1 -0.68
H 6.975 -1.334 -0.857 0.5 -0.2 -0.4 0.34
H 5.876 -1.005 -2.176 -0.2 -0.2 -0.1 0.38
H 6.768 -2.556 -2.217 0.5 0.4 -0.1 0.50
H 4.860 -1.858 -0.039 -0.1 -0.3 0.4 -0.04
H 4.575 -3.992 -2.191 0.2 0.1 -0.4 0.43
H 3.778 -2.410 -2.314 -0.4 0.1 0.2 0.19
H 2.606 -5.136 -2.205 -0.1 -0.3 0.2 0.48
H 1.755 -3.624 -2.303 -0.1 0.2 0.0 0.30
H 1.312 -4.712 -1.016 0.4 -0.1 0.4 0.11
H 6.461 -4.229 -0.733 0.2 0.0 0.0 0.36
H 5.218 -4.279 0.260 0.2 -0.2 0.4 0.22
C 3.681 2.601 4.908 -0.9 -0.5 -1.0 -1.34
C 3.262 3.144 6.245 1.0 0.8 0.2 0.79
C 2.046 2.437 6.909 1.6 0.8 -1.2 -0.68
O 0.864 2.901 6.289 0.4 -0.6 0.0 -0.23
C -0.203 2.006 6.523 -0.4 0.5 0.7 -0.63
N 4.472 3.084 7.112 -1.0 -0.1 1.4 -0.81
H 4.532 3.119 4.466 -0.2 0.4 0.1 0.30
H 2.810 2.663 4.250 0.2 0.1 -0.3 0.07
H 3.986 1.553 4.869 -0.1 -0.1 0.7 0.42
H 2.982 4.194 6.114 -0.3 0.0 -0.1 0.20
H 2.057 2.696 7.971 -0.2 -0.3 0.2 0.38
H 2.276 1.384 6.725 -0.7 -0.3 0.4 0.30
H -0.059 1.032 6.052 0.0 0.0 -0.2 0.13
H -1.124 2.493 6.204 0.1 -0.1 -0.4 0.25
H -0.329 1.870 7.603 0.1 -0.3 0.1 0.40
H 5.043 3.920 7.062 0.0 0.0 -0.7 0.27
H 4.090 3.190 8.051 0.3 -0.3 0.3 0.29
C -4.772 -0.827 -3.627 -0.6 0.5 -1.7 -0.40
C -3.703 -1.196 -4.675 -0.7 -0.8 0.8 0.83
C -3.246 -0.090 -5.589 1.0 1.1 -0.3 -0.66
O -4.225 0.624 -6.316 -0.6 0.4 -0.1 -0.41
C -4.933 -0.172 -7.250 -0.7 -0.4 1.5 -0.76
N -2.573 -1.727 -3.889 0.1 0.4 -1.1 -0.48
H -4.380 -0.118 -2.898 0.0 0.0 0.0 -0.45
H -5.152 -1.723 -3.137 0.1 0.0 0.1 0.12
H -5.597 -0.361 -4.176 -0.3 0.2 0.4 0.61
H -4.120 -1.932 -5.372 0.1 -0.6 0.4 0.39
H -2.538 -0.423 -6.357 0.2 -0.7 0.3 0.41
H -2.694 0.654 -5.006 -0.1 0.2 0.0 -0.21
H -4.279 -0.808 -7.849 0.0 0.3 -0.3 0.30
H -5.654 0.432 -7.797 0.6 0.3 -0.4 0.29
H -5.592 -0.822 -6.661 0.0 -0.5 -0.2 0.28
H -2.340 -0.904 -3.342 0.6 -0.2 0.3 -0.46
H -2.972 -2.381 -3.226 0.1 -0.2 0.1 0.43
C 4.611 5.894 -2.745 -0.7 0.8 -2.0 -1.53
C 3.115 5.835 -2.415 0.4 -1.2 0.8 0.30
C 2.203 5.180 -3.450 0.7 0.2 0.3 -0.05
O 0.881 5.207 -2.980 0.4 0.2 -0.8 -0.37
C 0.059 4.513 -3.893 -0.3 -0.2 1.0 0.06
N 2.970 5.111 -1.136 0.1 0.8 0.1 -0.21
H 5.113 4.946 -2.938 -0.2 -0.2 0.5 0.20
H 5.128 6.522 -2.021 0.1 -0.3 0.1 0.45
H 4.648 6.428 -3.704 0.5 0.2 -0.1 0.43
H 2.806 6.875 -2.285 -0.3 -0.1 0.2 0.33
H 2.553 4.152 -3.621 -0.1 -0.3 0.2 -0.26
H 2.291 5.651 -4.437 0.0 0.4 0.0 0.41
H -0.928 4.464 -3.435 0.0 0.0 -0.1 -0.02
H 0.454 3.495 -3.961 -0.2 -0.2 -0.3 -0.24
H 0.002 4.987 -4.878 0.2 0.0 -0.1 0.37
H 3.735 5.498 -0.594 -0.2 -0.2 0.6 0.20
H 3.174 4.116 -1.222 -0.2 0.2 -0.3 0.06
C 1.688 1.762 -6.544 -0.4 -0.4 0.0 -0.15
C 0.674 0.633 -6.430 0.7 0.2 -0.8 0.11
O 0.995 -0.225 -7.568 -0.3 0.0 0.9 -0.63
O 1.417 2.552 -7.699 0.2 0.3 0.4 -0.61
H 2.692 1.334 -6.594 0.0 -0.1 -0.1 0.39
H 1.683 2.356 -5.630 -0.3 0.4 -0.3 -0.09
H -0.350 0.990 -6.541 0.0 0.2 0.0 0.14
H 0.773 0.170 -5.446 0.1 -0.5 -0.2 0.22
H 0.386 -0.969 -7.564 0.0 0.0 0.0 0.30
H 1.582 1.991 -8.463 -0.1 -0.1 0.0 0.38
C 3.646 0.369 -3.507 -0.3 -0.1 0.3 -0.17
C 3.688 0.714 -2.001 -0.1 -1.4 -1.0 0.55
O 3.259 2.036 -1.818 0.3 -0.1 0.0 -0.72
O 4.483 1.256 -4.216 -0.2 0.6 0.1 -0.69
H 2.607 0.469 -3.846 -0.1 0.0 0.0 -0.49
H 3.966 -0.632 -3.803 0.1 -0.2 0.5 0.50
H 4.712 0.513 -1.673 0.1 0.7 0.3 0.65
H 3.046 0.014 -1.459 -0.1 0.1 0.1 -0.61
H 2.391 1.984 -1.377 -0.6 0.3 0.2 0.29
H 4.167 2.103 -3.868 0.4 0.3 -0.3 0.40
C -2.974 3.332 1.997 0.9 0.0 0.9 0.42
C -3.629 4.701 2.017 -0.6 -0.7 -1.5 -0.95
O -3.274 5.410 0.841 -0.2 0.5 0.4 -0.45
O -1.631 3.416 1.584 -0.5 0.8 0.4 -0.44
H -3.533 2.600 1.408 -0.2 0.1 -0.2 -0.42
H -3.040 3.049 3.059 0.0 -0.6 0.1 0.23
H -3.464 5.247 2.949 0.3 0.1 -0.1 0.35
H -4.697 4.479 1.895 -0.2 0.0 0.7 0.40
H -4.014 6.011 0.712 0.3 0.2 -0.4 0.26
H -1.189 2.563 1.549 -0.1 0.1 -0.5 -0.41
C -4.342 2.667 -2.905 0.0 -1.4 -1.2 -0.07
C -3.794 2.667 -1.502 0.5 0.6 0.2 1.36
O -2.457 3.109 -1.411 -0.6 0.1 -0.6 -0.51
O -4.415 3.934 -3.524 -0.1 0.5 0.5 -0.60
H -5.318 2.161 -2.924 -0.4 0.3 0.4 0.28
H -3.790 2.015 -3.593 0.6 -0.1 0.4 -0.29
H -3.808 1.671 -1.052 -0.7 -0.2 -0.3 -0.62
H -4.445 3.327 -0.916 0.0 0.0 0.2 0.05
H -1.973 2.452 -0.898 0.8 0.6 0.1 -0.42
H -4.613 3.785 -4.452 0.1 0.0 0.0 0.36
C 0.682 -2.732 4.304 -0.5 -1.0 -0.3 0.52
C -0.740 -2.328 4.695 1.4 1.4 0.2 -0.79
O -1.758 -2.685 3.783 0.2 -0.5 0.4 -0.45
O 1.020 -4.030 4.783 0.1 0.2 0.2 -0.72
H 1.402 -2.004 4.689 -0.2 0.2 0.1 0.28
H 0.810 -2.803 3.221 -0.4 0.7 -0.2 -0.46
H -0.680 -1.234 4.742 -0.2 0.2 -0.1 0.26
H -0.921 -2.626 5.731 -0.2 -0.5 -0.1 0.44
H -2.571 -2.636 4.296 -0.3 -0.1 -0.4 0.24
H 1.901 -4.176 4.382 -0.2 -0.5 0.4 0.68
C 0.920 6.618 3.709 -0.1 -0.3 0.0 -0.75
C 1.436 5.262 3.197 0.9 1.0 -1.1 0.98
O 2.110 5.535 1.956 -0.2 0.1 0.0 -0.50
O 0.027 7.224 2.782 -0.2 -0.4 0.0 -0.48
H 1.745 7.327 3.821 0.4 -0.4 0.2 0.34
H 0.433 6.492 4.683 0.0 -0.1 0.1 0.33
H 0.675 4.520 2.959 -0.4 0.2 0.3 -0.27
H 2.167 4.833 3.886 -0.3 0.1 0.4 -0.24
H 3.040 5.304 1.980 -0.1 -0.2 0.2 0.26
H -0.278 8.037 3.192 -0.1 0.0 -0.1 0.26
```
Forces are in eV/Å.

## Properties
net charge: -1
lowest unoccupied orbital energy: 1.99 eV
HOMO: -2.9 eV